A 9-piece molecular cluster, C75H163N9O11 overall in a non-equilibrium geometry, computed with ωB97M-V/def2-TZVPD.

- 2S+1: 1
- HOMO level: -0.29069 hartree
- Total charge: 0

Each line ends with the Löwdin charge.
Cartesian coordinates (Å):
C: 5.638 -5.648 -0.071  -0.016
C: 4.875 -5.808 1.274  -0.492
C: 5.879 -5.706 2.433  -0.038
C: 3.975 -4.637 1.503  -0.153
C: 2.528 -4.623 0.878  -0.154
C: 1.810 -5.973 1.105  -0.102
C: 2.733 -7.300 0.828  -0.461
C: 2.070 -8.464 1.458  -0.054
C: 2.824 -7.510 -0.728  -0.021
N: 4.063 -7.051 1.450  -0.107
O: 4.855 -8.188 1.357  -0.020
H: 6.385 -6.441 -0.092  0.078
H: 4.985 -5.925 -0.899  0.062
H: 6.186 -4.731 -0.286  0.086
H: 6.703 -5.016 2.247  0.087
H: 5.485 -5.404 3.404  0.073
H: 6.444 -6.632 2.529  0.077
H: 3.857 -4.456 2.571  0.080
H: 4.435 -3.718 1.137  0.115
H: 1.992 -3.781 1.318  0.088
H: 2.691 -4.493 -0.191  0.099
H: 0.885 -5.998 0.528  0.095
H: 1.484 -5.946 2.145  0.094
H: 2.177 -8.355 2.537  0.090
H: 2.690 -9.348 1.310  0.083
H: 1.044 -8.636 1.133  0.089
H: 3.672 -8.170 -0.913  0.079
H: 2.938 -6.603 -1.321  0.070
H: 2.004 -8.124 -1.101  0.058
H: 4.791 -8.451 2.278  0.106
C: -4.063 -5.915 -3.231  -0.027
C: -2.593 -5.714 -2.828  -0.475
C: -2.098 -4.403 -3.442  -0.042
C: -2.501 -5.625 -1.211  -0.109
C: -2.487 -6.952 -0.461  -0.176
C: -1.540 -7.970 -1.102  -0.146
C: -1.824 -8.168 -2.601  -0.490
C: -0.644 -8.989 -3.043  -0.063
C: -3.090 -9.056 -2.775  -0.021
N: -1.783 -6.828 -3.305  -0.088
O: -1.769 -6.896 -4.732  -0.015
H: -4.529 -6.681 -2.610  0.064
H: -4.597 -4.973 -3.347  0.072
H: -4.085 -6.329 -4.239  0.083
H: -1.021 -4.281 -3.336  0.085
H: -2.274 -4.447 -4.517  0.079
H: -2.628 -3.495 -3.153  0.069
H: -1.670 -4.960 -0.974  0.079
H: -3.408 -5.191 -0.791  0.108
H: -2.150 -6.785 0.562  0.109
H: -3.543 -7.222 -0.464  0.105
H: -1.576 -8.918 -0.566  0.121
H: -0.527 -7.570 -1.066  0.101
H: 0.309 -8.475 -2.922  0.077
H: -0.715 -9.295 -4.086  0.085
H: -0.589 -9.863 -2.394  0.090
H: -3.221 -9.366 -3.811  0.084
H: -4.000 -8.615 -2.368  0.063
H: -2.919 -10.008 -2.272  0.080
H: -0.831 -6.880 -4.938  0.100
C: 2.613 -0.480 0.843  -0.022
C: 1.137 -0.336 0.371  -0.464
C: 0.794 1.164 0.625  -0.014
C: 1.094 -0.635 -1.127  -0.146
C: -0.299 -0.865 -1.650  -0.167
C: -1.037 -1.954 -0.857  -0.134
C: -1.121 -1.660 0.640  -0.468
C: -2.202 -0.638 0.991  -0.009
C: -1.449 -3.045 1.300  -0.018
N: 0.252 -1.257 1.111  -0.067
O: 0.229 -0.916 2.481  -0.042
H: 3.307 0.303 0.537  0.067
H: 2.711 -0.527 1.927  0.074
H: 3.069 -1.413 0.512  0.066
H: 1.604 1.728 0.163  0.059
H: -0.164 1.394 0.159  0.064
H: 0.751 1.386 1.691  0.070
H: 1.519 0.177 -1.719  0.111
H: 1.709 -1.477 -1.444  0.119
H: -0.830 0.082 -1.554  0.101
H: -0.244 -1.078 -2.718  0.116
H: -0.745 -2.994 -1.004  0.095
H: -1.998 -1.915 -1.369  0.104
H: -3.204 -1.045 0.853  0.085
H: -2.020 0.240 0.371  0.053
H: -2.049 -0.406 2.045  0.073
H: -0.661 -3.795 1.229  0.069
H: -2.334 -3.436 0.797  0.073
H: -1.532 -2.909 2.378  0.069
H: 0.486 -1.714 2.950  0.061
C: 0.822 7.176 5.158  -0.021
C: 0.639 5.693 4.583  -0.456
C: -0.871 5.403 4.451  -0.042
C: 1.338 5.665 3.151  -0.122
C: 1.631 4.286 2.643  -0.212
C: 2.382 3.413 3.653  -0.110
C: 1.624 3.346 5.045  -0.430
C: 0.410 2.425 4.990  -0.031
C: 2.669 2.818 6.036  -0.049
N: 1.219 4.736 5.504  -0.147
O: 0.772 4.812 6.831  -0.001
H: 0.185 7.401 6.013  0.074
H: 1.844 7.263 5.528  0.075
H: 0.690 7.801 4.275  0.074
H: -1.505 6.120 3.930  0.074
H: -1.144 4.457 3.983  0.056
H: -1.312 5.255 5.436  0.079
H: 0.746 6.193 2.404  0.106
H: 2.213 6.315 3.164  0.113
H: 0.695 3.781 2.406  0.090
H: 2.177 4.236 1.701  0.097
H: 3.386 3.836 3.648  0.115
H: 2.516 2.437 3.185  0.107
H: -0.213 2.454 5.884  0.080
H: 0.811 1.435 4.772  0.078
H: -0.282 2.567 4.160  0.069
H: 2.945 1.777 5.866  0.080
H: 2.463 2.904 7.103  0.076
H: 3.657 3.276 6.006  0.078
H: 1.608 5.181 7.123  0.102
C: -2.921 4.174 -1.928  -0.015
C: -3.573 4.324 -0.453  -0.414
C: -3.773 2.886 0.156  -0.025
C: -2.441 4.974 0.466  -0.126
C: -2.266 6.494 0.195  -0.157
C: -3.664 7.089 0.479  -0.133
C: -4.743 6.534 -0.482  -0.475
C: -6.127 6.955 0.087  -0.031
C: -4.459 7.083 -1.947  -0.010
N: -4.796 5.097 -0.405  -0.143
O: -5.828 4.471 -1.121  -0.008
H: -2.129 4.904 -2.089  0.052
H: -2.306 3.275 -1.969  0.052
H: -3.656 4.111 -2.730  0.081
H: -4.078 2.910 1.202  0.084
H: -4.512 2.262 -0.348  0.050
H: -2.827 2.347 0.108  0.055
H: -2.754 4.908 1.508  0.105
H: -1.488 4.450 0.391  0.094
H: -1.522 6.808 0.927  0.097
H: -1.897 6.710 -0.808  0.102
H: -3.571 8.169 0.366  0.117
H: -3.963 6.939 1.517  0.113
H: -6.075 6.725 1.151  0.077
H: -6.963 6.549 -0.482  0.080
H: -6.216 8.031 0.237  0.080
H: -4.328 8.162 -2.018  0.076
H: -5.247 6.917 -2.682  0.075
H: -3.572 6.664 -2.423  0.055
H: -6.354 4.185 -0.371  0.104
C: 8.099 2.129 -2.277  -0.022
C: 6.938 2.519 -3.263  -0.437
C: 7.435 2.776 -4.676  -0.061
C: 5.972 1.304 -3.456  -0.135
C: 4.873 1.038 -2.420  -0.171
C: 4.141 2.304 -1.960  -0.133
C: 5.079 3.530 -1.650  -0.458
C: 4.136 4.710 -1.504  -0.043
C: 5.801 3.413 -0.273  -0.032
N: 6.106 3.698 -2.734  -0.071
O: 6.688 5.002 -2.807  -0.023
H: 8.699 3.020 -2.094  0.079
H: 7.759 1.808 -1.293  0.060
H: 8.763 1.359 -2.672  0.077
H: 6.658 3.065 -5.383  0.077
H: 7.992 3.713 -4.713  0.072
H: 8.097 2.063 -5.166  0.090
H: 5.609 1.199 -4.479  0.107
H: 6.578 0.398 -3.468  0.111
H: 4.080 0.419 -2.840  0.102
H: 5.192 0.527 -1.512  0.102
H: 3.562 2.091 -1.061  0.090
H: 3.435 2.588 -2.741  0.097
H: 3.734 4.827 -2.511  0.072
H: 4.622 5.653 -1.253  0.090
H: 3.435 4.606 -0.676  0.075
H: 6.127 2.390 -0.081  0.059
H: 5.184 3.722 0.570  0.068
H: 6.729 3.965 -0.122  0.084
H: 6.150 5.497 -3.430  0.040
C: -5.333 -1.586 -2.333  -0.030
C: -6.804 -1.890 -2.092  -0.451
C: -7.387 -3.360 -2.468  -0.016
C: -7.112 -1.821 -0.556  -0.118
C: -7.058 -0.361 0.074  -0.171
C: -8.063 0.458 -0.724  -0.145
C: -7.729 0.539 -2.256  -0.493
C: -8.997 1.173 -2.826  -0.049
C: -6.561 1.400 -2.546  -0.039
N: -7.605 -0.868 -2.764  -0.130
O: -7.679 -0.999 -4.161  -0.011
H: -5.040 -1.523 -3.381  0.092
H: -4.973 -0.667 -1.872  0.063
H: -4.756 -2.326 -1.778  0.067
H: -6.929 -4.172 -1.903  0.065
H: -8.454 -3.422 -2.252  0.077
H: -7.088 -3.651 -3.475  0.065
H: -7.901 -2.449 -0.143  0.113
H: -6.210 -2.199 -0.074  0.097
H: -7.551 -0.437 1.043  0.104
H: -6.072 0.084 0.208  0.092
H: -8.143 1.446 -0.271  0.117
H: -8.950 -0.131 -0.493  0.118
H: -8.971 1.246 -3.913  0.078
H: -9.101 2.195 -2.461  0.086
H: -9.875 0.551 -2.653  0.087
H: -6.143 1.178 -3.528  0.098
H: -5.703 1.268 -1.888  0.051
H: -6.776 2.468 -2.504  0.077
H: -8.591 -1.239 -4.341  0.099
C: -2.291 0.482 5.937  -0.132
O: -1.085 -0.198 6.127  -0.215
C: -0.931 -1.471 5.489  -0.154
C: 0.536 -2.117 5.751  -0.158
N: 0.744 -3.215 4.814  -0.063
C: 2.057 -3.844 4.692  -0.202
C: 2.599 -4.519 5.925  -0.218
O: 1.687 -5.477 6.456  -0.182
C: 2.171 -6.204 7.517  -0.133
H: -2.199 1.501 6.314  0.078
H: -3.169 0.147 6.489  0.083
H: -2.544 0.550 4.879  0.084
H: -1.310 -1.216 4.499  0.092
H: -1.630 -2.155 5.969  0.112
H: 0.573 -2.476 6.779  0.111
H: 1.272 -1.317 5.681  0.113
H: 0.167 -3.926 5.242  0.104
H: 2.766 -3.105 4.318  0.123
H: 1.980 -4.586 3.897  0.095
H: 2.971 -3.759 6.612  0.123
H: 3.512 -5.047 5.647  0.116
H: 2.991 -6.868 7.244  0.090
H: 1.301 -6.732 7.908  0.095
H: 2.525 -5.518 8.286  0.088
C: 0.688 4.054 -1.586  -0.108
O: 0.743 4.963 -2.679  -0.185
C: 0.720 4.353 -3.942  -0.214
C: 0.880 5.416 -5.086  -0.184
N: 2.111 6.189 -5.184  -0.054
C: 3.340 5.468 -5.607  -0.191
C: 4.566 6.335 -5.525  -0.206
O: 4.848 6.903 -4.222  -0.210
C: 6.000 7.742 -4.312  -0.112
H: -0.304 3.616 -1.480  0.050
H: 0.826 4.513 -0.607  0.084
H: 1.391 3.232 -1.726  0.063
H: -0.217 3.799 -3.991  0.116
H: 1.500 3.604 -4.078  0.102
H: 0.091 6.167 -5.052  0.113
H: 0.792 4.867 -6.024  0.112
H: 2.318 6.548 -4.263  0.096
H: 3.204 5.067 -6.612  0.125
H: 3.500 4.646 -4.910  0.097
H: 4.515 7.176 -6.215  0.121
H: 5.447 5.753 -5.795  0.118
H: 6.953 7.236 -4.464  0.085
H: 6.151 8.100 -3.294  0.097
H: 5.934 8.549 -5.042  0.092